# 1
Computed, not measured: CeHO2S as an isolated structure at a distorted geometry, with the ωB97M-V functional and the def2-TZVPD basis.

Each line ends with the Mulliken charge.
Geometry (Å):
Ce 0.55063 -0.90474 0.61779  1.7182
S 2.40026 1.17187 -0.06733  0.1354
O 0.64529 1.23295 -0.05105  -0.4443
O -1.58813 -0.77341 0.18007  -0.7318
H -2.00804 -0.72666 -0.67948  0.3225

Properties
2S+1: 3
Total charge: +1
E_HOMO (alpha / beta) in eV: -14.30 / -14.00
Frontier orbital gap (alpha / beta) in Eh: 0.31992 / 0.27409
Expectation value of S²: 2.006
Energy above the lowest of the compared OMol25 structures with the same formula, charge and spin in kJ/mol: 0.0

=====

# 2
Computed, not measured: C16H14AlN2S as an isolated structure at a distorted geometry, with the ωB97M-V functional and the def2-TZVPD basis.

Each line ends with the Mulliken charge.
Geometry (Å):
Al -1.62407 1.06124 -2.75922  0.4690
C -0.06697 -2.04518 -3.70328  -0.2523
C -1.37866 -1.72706 -3.99984  -0.5053
C -1.72514 -0.37071 -4.32109  -0.1403
C -0.66774 0.57227 -4.66658  -0.4990
C 0.66298 0.12898 -4.57007  -0.3341
C 0.95251 -1.04964 -3.86210  -0.4533
H 0.29897 -3.04505 -3.40738  0.4396
H -2.18490 -2.46917 -3.97187  0.4532
H -2.77155 -0.21229 -4.70984  0.6324
H -0.93411 1.51004 -5.13695  0.5765
H 1.49713 0.72728 -4.99102  0.3997
H 1.97802 -1.20352 -3.44473  0.4694
S -0.96833 0.86988 3.65463  -0.0917
C -1.14567 0.89980 1.90067  0.8715
C -0.06315 1.24188 1.11012  -0.6104
C -0.16953 1.09583 -0.30733  -0.3675
N -1.35170 0.71337 -0.91763  0.1381
C -2.41343 0.37332 -0.09657  -0.2359
C -2.34733 0.47226 1.29304  -0.6724
C 0.69059 0.40762 3.95929  0.2377
C 1.71899 1.32621 4.14833  -0.0283
C 2.95610 0.79336 4.59203  -0.3882
N 3.11932 -0.46459 4.83647  0.1015
C 2.14288 -1.35153 4.75655  -0.4674
C 0.85317 -0.92898 4.42345  -0.2470
H 0.90653 1.52733 1.53408  0.3205
H 0.60966 1.33153 -1.01334  0.5056
H -3.32278 -0.08132 -0.55319  0.4225
H -3.11812 0.04160 1.94171  0.4079
H 1.59069 2.37606 3.94305  0.5339
H 3.82517 1.43843 4.77121  0.4259
H 2.46283 -2.37100 5.02425  0.4278
H -0.01240 -1.58825 4.54315  0.4607

Properties
Total charge: +3
E_HOMO (alpha / beta) in eV: -17.33 / -18.68
Frontier orbital gap (alpha / beta) in Eh: 0.15332 / 0.27787

=====

# 3
Computed, not measured: C16H45F3O23P5SZn as an isolated structure at a distorted geometry, with the ωB97M-V functional and the def2-TZVPD basis.

Each line ends with the Mulliken charge.
Geometry (Å):
Zn 0.47595 0.13249 0.01805  2.9890
C 4.91167 -1.20142 0.37714  0.4755
F 5.73563 -2.23001 0.19052  -0.2168
F 5.19350 -0.49080 1.46708  -0.1936
F 5.03835 -0.37371 -0.68442  -0.2038
S 3.15350 -1.88413 0.43089  1.2073
O 3.14216 -2.92681 -0.60265  -0.7225
O 2.90723 -2.35444 1.77329  -0.6529
O 2.30689 -0.73287 0.06207  -0.8620
C 3.48245 -1.39171 -3.21589  -0.6932
O 2.06438 -1.56410 -3.33564  -0.1431
P 0.98845 -0.44865 -3.35410  -0.4875
O 0.52535 0.01223 -2.03380  0.6414
O 1.55510 0.71890 -4.25965  -0.2686
C 2.25061 0.53706 -5.50447  -0.9220
O -0.18124 -1.08605 -4.26020  -0.4643
C -0.90317 -2.17256 -3.62648  -0.5940
H 3.98015 -1.31766 -4.18003  0.3490
H 3.81961 -2.23321 -2.61713  0.3359
H 3.72275 -0.49031 -2.64790  0.1753
H 2.15153 -0.49899 -5.83757  0.3782
H 3.30732 0.74365 -5.37023  0.2807
H 1.73914 1.14070 -6.24750  0.3011
H -0.86200 -2.94434 -4.40167  0.4282
H -1.95314 -1.93424 -3.47446  0.2480
H -0.41769 -2.57182 -2.73865  0.1000
C -2.94940 1.83816 -2.67680  -0.5254
O -3.29997 2.18014 -1.34123  -0.2570
P -2.70800 1.30759 -0.13224  -1.9965
O -1.23729 1.18092 -0.23410  1.0594
O -3.51170 -0.06186 -0.22772  0.6689
C -4.91774 -0.19651 -0.45416  -1.0784
O -3.15606 2.03043 1.21447  0.0058
C -4.42076 2.70120 1.36107  -0.7654
H -2.13606 1.11925 -2.82585  -0.0296
H -2.63620 2.74327 -3.18923  0.2884
H -3.78180 1.34230 -3.17868  0.3161
H -5.08766 -0.82807 -1.32349  0.1953
H -5.38215 0.76444 -0.66994  0.4445
H -5.35842 -0.63187 0.43945  0.3086
H -4.34418 3.67806 0.87905  0.2812
H -4.63745 2.83298 2.41427  0.2691
H -5.20215 2.18293 0.81079  0.2741
C -3.34483 -3.46866 2.08462  -1.0180
O -2.54956 -2.44083 1.49656  0.1534
P -1.42740 -2.75104 0.38631  -1.5426
O -0.57999 -1.59154 0.08600  2.0121
O -0.66110 -4.01831 0.96727  -0.2338
C 0.49083 -4.41780 0.23184  -0.8243
O -2.22560 -3.27194 -0.89789  -0.0965
C -2.80502 -4.57479 -0.93215  -0.9254
H -3.45440 -3.21431 3.13483  0.2221
H -2.90660 -4.46822 2.01503  0.3769
H -4.27595 -3.57203 1.52218  0.3075
H 0.69997 -3.87225 -0.69327  0.2167
H 0.51591 -5.47361 -0.04680  0.3600
H 1.42015 -4.27009 0.78641  0.3099
H -3.86053 -4.57512 -1.20449  0.2884
H -2.60412 -5.20984 -0.07462  0.3782
H -2.37389 -5.09715 -1.79303  0.3102
C 2.48164 5.45203 1.12826  -0.8314
O 2.42917 4.02628 1.10701  -0.3023
P 2.25424 3.17069 -0.21146  -0.3825
O 1.48440 1.93747 0.05202  0.3238
O 1.71449 4.20414 -1.30423  -0.3567
C 1.20574 3.74849 -2.56645  -0.1725
O 3.72022 2.79087 -0.76741  -0.0144
C 4.85046 3.64555 -0.75146  -0.8122
H 1.56057 5.84093 1.56795  0.2693
H 2.56248 5.89449 0.13701  0.3873
H 3.29609 5.78404 1.76967  0.2908
H 0.14007 3.94515 -2.67384  0.2240
H 1.36788 2.67890 -2.64800  -0.2214
H 1.73330 4.29569 -3.34437  0.3691
H 5.64968 3.00568 -0.37123  0.2379
H 4.81775 4.61557 -0.25486  0.2950
H 5.15126 3.88432 -1.77846  0.2984
C 0.26639 -2.04946 4.38337  -0.4955
O 0.56423 -0.63876 4.42501  -0.3088
P -0.12540 0.33357 3.37781  -0.8440
O 0.42208 0.20924 2.02215  1.3567
O -1.71156 0.09305 3.46131  -0.0025
C -2.39191 -0.08574 4.70540  -0.8236
O 0.10218 1.81500 3.91849  -0.2363
C 0.06953 2.07981 5.32027  -0.8313
H -0.45255 -2.39299 3.63705  -0.0008
H -0.19209 -2.22869 5.35700  0.3758
H 1.16114 -2.65225 4.26368  0.2446
H -1.67606 -0.19245 5.51703  0.3718
H -3.04964 -0.95710 4.71297  0.1809
H -3.07670 0.75380 4.82307  0.2505
H -0.79938 2.66596 5.63380  0.2874
H 0.87964 2.78305 5.52528  0.2707
H 0.16527 1.21063 5.96500  0.3627

Properties
Total charge: +1
E_HOMO in eV: -11.35
Frontier orbital gap in Eh: 0.35502
Energy above the lowest of the compared OMol25 structures with the same formula, charge and spin in kJ/mol: 54.6

=====

# 4
Computed, not measured: a 2-piece molecular cluster, CH2BrNO4 overall at a distorted geometry, with the ωB97M-V functional and the def2-TZVPD basis.

Each line ends with the Mulliken charge.
Geometry (Å):
C 0.31175 0.72392 0.24743  0.5244
N -0.56129 -0.50410 -0.08025  0.4273
O -0.35420 -0.93283 -1.20295  -0.4043
O -0.48150 -1.40378 0.97841  -0.3347
O 0.53455 1.31723 -0.92747  -0.3765
O 0.69163 0.89725 1.34169  -0.3817
Br -3.12409 0.17275 0.02597  -0.1649
H 1.36426 1.77079 -0.82766  0.3661
H -1.36594 -1.74311 1.11906  0.3443

Properties
E_HOMO (alpha / beta) in eV: -10.66 / -10.07
Frontier orbital gap (alpha / beta) in Eh: 0.33444 / 0.26036
Energy above the lowest of the compared OMol25 structures with the same formula, charge and spin in kJ/mol: 253.8

=====

# 5
Computed, not measured: a 3-piece molecular cluster, C4H13NO2 overall at a distorted geometry, with the ωB97M-V functional and the def2-TZVPD basis.

Each line ends with the Mulliken charge.
Geometry (Å):
C -2.51205 1.30722 -1.58688  -0.7990
C -1.86642 0.15819 -1.35829  0.0087
C -0.60301 -0.01209 -0.63408  -0.3165
N -0.15698 1.01799 0.43639  -0.3724
C 0.59502 2.10679 -0.24838  -0.9851
H -3.38229 1.48380 -2.18197  0.2871
H -2.01995 2.15875 -1.11937  0.1005
H -2.29174 -0.78607 -1.68801  0.2985
H 0.24283 0.10639 -1.31964  0.2824
H -0.53035 -0.96664 -0.09676  0.2435
H -1.02224 1.39398 0.82179  0.2436
H 1.45897 1.57933 -0.71059  0.3271
H 1.12715 2.59814 0.55408  0.3667
H 0.07997 2.63778 -1.02149  0.3193
O -0.54494 -1.60044 2.14948  -0.6617
H -0.60844 -0.87565 2.78182  0.3280
H 0.27294 -1.30513 1.70091  0.3284
O 3.77861 -3.54311 1.48276  -0.6349
H 3.36845 -4.19599 0.92788  0.3183
H 4.61446 -3.26325 1.11035  0.3175

Properties
E_HOMO in eV: -9.14
Frontier orbital gap in Eh: 0.36617
SMILES: C=CCNC.O.O
Energy above the lowest of the compared OMol25 structures with the same formula, charge and spin in kJ/mol: 203.7

=====

# 6
Computed, not measured: a 2-piece molecular cluster, C2H9NO2 overall at a distorted geometry, with the ωB97M-V functional and the def2-TZVPD basis.

Each line ends with the Mulliken charge.
Geometry (Å):
N 0.49318 0.84683 -1.88151  -0.5420
C 0.12233 0.36719 -0.46856  -0.2571
C 1.12080 -0.95722 -0.28030  -0.4945
O 0.83523 -1.74037 0.81191  -0.5032
H 1.06701 1.57489 -1.73497  0.1847
H -0.27929 0.86641 -2.52983  0.2009
H -0.86210 0.02958 -0.35080  0.2550
H 0.35323 1.17949 0.22461  0.2919
H 2.18474 -0.88437 -0.54703  0.3521
H 0.66347 -1.62705 -1.08056  0.2142
H 1.35299 -1.44161 1.60669  0.2937
O -2.24577 0.63634 1.66674  -0.6104
H -2.76658 -0.04653 2.07188  0.3081
H -2.03924 1.19640 2.49175  0.3066

Properties
E_HOMO in eV: -8.62
Frontier orbital gap in Eh: 0.34144
SMILES: NCCO.O
Energy above the lowest of the compared OMol25 structures with the same formula, charge and spin in kJ/mol: 127.0

=====

Repeat the fifth record exactly.
Computed, not measured: a 3-piece molecular cluster, C4H13NO2 overall at a distorted geometry, with the ωB97M-V functional and the def2-TZVPD basis.

Each line ends with the Mulliken charge.
Geometry (Å):
C -2.51205 1.30722 -1.58688  -0.7990
C -1.86642 0.15819 -1.35829  0.0087
C -0.60301 -0.01209 -0.63408  -0.3165
N -0.15698 1.01799 0.43639  -0.3724
C 0.59502 2.10679 -0.24838  -0.9851
H -3.38229 1.48380 -2.18197  0.2871
H -2.01995 2.15875 -1.11937  0.1005
H -2.29174 -0.78607 -1.68801  0.2985
H 0.24283 0.10639 -1.31964  0.2824
H -0.53035 -0.96664 -0.09676  0.2435
H -1.02224 1.39398 0.82179  0.2436
H 1.45897 1.57933 -0.71059  0.3271
H 1.12715 2.59814 0.55408  0.3667
H 0.07997 2.63778 -1.02149  0.3193
O -0.54494 -1.60044 2.14948  -0.6617
H -0.60844 -0.87565 2.78182  0.3280
H 0.27294 -1.30513 1.70091  0.3284
O 3.77861 -3.54311 1.48276  -0.6349
H 3.36845 -4.19599 0.92788  0.3183
H 4.61446 -3.26325 1.11035  0.3175

Properties
E_HOMO in eV: -9.14
Frontier orbital gap in Eh: 0.36617
SMILES: C=CCNC.O.O
Energy above the lowest of the compared OMol25 structures with the same formula, charge and spin in kJ/mol: 203.7